The following is a DFT calculation (wB97M-V/def2-TZVPD) of a molecular structure, C2H3N3O3 in a non-equilibrium geometry.

Results
Kohn-Sham gap in eV: 9.403
Energy above the lowest of the compared OMol25 structures with the same formula, charge and spin in eV: 5.025

Each line ends with the natural charge from an NBO analysis.
Geometry (Å):
C 0.503 0.693 0.568  0.6862
C 0.419 -0.555 -1.204  0.5949
H 1.434 1.074 2.439  0.5251
H 1.770 -1.248 -2.073  0.3458
H -2.456 -0.637 0.918  0.4909
N 1.253 0.034 -0.177  -0.5343
N 0.653 -1.170 -2.340  -0.6051
N -0.939 0.376 0.358  0.0346
O 0.546 1.309 1.805  -0.6590
O -0.909 -0.193 -0.954  -0.3684
O -1.269 -0.453 1.356  -0.5108

Cartesian forces (eV/Å) of the 3 atoms listed first:
C -3.377 -1.240 3.487
C -1.402 -0.247 -2.271
H -3.367 0.820 -3.213

The following is a DFT calculation (wB97M-V/def2-TZVPD) of 5 unconnected molecules or ions with the total composition C14H26O11 in a non-equilibrium geometry.

Results
SMILES string: C[C@H]1COC(=O)O1.C[C@H]1COC(=O)O1.C[C@H]1COC(=O)O1.CO.CO
Kohn-Sham gap in eV: 10.699

Each line ends with the natural charge from an NBO analysis.
Geometry (Å):
C 22.903 0.641 28.557  -0.6244
C 22.980 1.929 29.383  0.0692
C 22.931 1.672 30.902  -0.1046
O 24.092 2.320 31.397  -0.4965
C 24.884 2.715 30.383  0.9735
O 25.962 3.193 30.528  -0.5856
O 24.282 2.490 29.197  -0.4979
H 23.810 0.057 28.694  0.2205
H 22.783 0.893 27.502  0.2127
H 22.018 0.069 28.844  0.2229
H 22.180 2.589 29.058  0.1882
H 23.004 0.607 31.137  0.1863
H 21.990 2.039 31.304  0.2286
C 16.474 3.196 29.723  -0.6328
C 17.603 2.316 29.209  0.0669
C 18.952 3.071 29.142  -0.0983
O 19.887 2.162 29.725  -0.4965
C 19.227 1.234 30.408  0.9731
O 19.731 0.367 31.058  -0.5838
O 17.901 1.376 30.269  -0.4929
H 15.575 2.635 29.970  0.2321
H 16.196 3.996 29.034  0.2188
H 16.827 3.692 30.627  0.2235
H 17.372 1.762 28.300  0.1938
H 18.903 4.058 29.600  0.1993
H 19.285 3.217 28.110  0.1969
C 25.114 4.088 35.291  -0.6229
C 23.764 4.512 35.846  0.0665
C 22.535 4.097 35.054  -0.0988
O 21.664 3.532 36.031  -0.4886
C 22.250 3.538 37.237  0.9724
O 21.730 3.189 38.243  -0.5777
O 23.528 3.977 37.144  -0.4916
H 25.300 4.629 34.367  0.2257
H 25.075 3.008 35.122  0.2160
H 25.904 4.234 36.024  0.2279
H 23.741 5.608 35.897  0.1704
H 22.768 3.456 34.199  0.2051
H 21.992 4.929 34.601  0.1926
C 17.963 6.152 32.351  -0.2549
O 18.569 4.854 32.223  -0.7544
H 17.942 6.484 33.387  0.1851
H 18.552 6.846 31.752  0.1857
H 16.960 6.143 31.916  0.1723
H 18.247 4.339 32.974  0.4869
C 22.003 5.276 31.021  -0.2551
O 21.359 4.394 31.922  -0.7533
H 21.887 6.328 31.300  0.1628
H 23.077 5.091 31.006  0.1883
H 21.644 5.119 29.999  0.1538
H 20.417 4.640 31.916  0.4928

Cartesian forces (eV/Å) of the 3 atoms listed first:
C -0.393 0.585 -0.046
C 0.065 -1.466 0.060
C -0.471 -0.570 -0.707

The following is a DFT calculation (wB97M-V/def2-TZVPD) of a molecular structure, C23H58MnO20P3 in a non-equilibrium geometry.

Results
2S+1: 7
Kohn-Sham gap (spin up / spin down) in eV: 4.164 / 9.147
Expectation value of S²: 12.002

Each line ends with the Löwdin charge.
Geometry (Å):
Mn 1.764 0.641 -1.543  0.7880
C 0.423 -2.156 0.992  0.0218
C 0.945 -1.018 0.036  -0.7836
O 1.067 -1.227 -1.125  -0.0813
O 1.327 0.080 0.480  -0.1054
H 1.061 -2.357 1.852  0.0674
H 0.119 -3.082 0.504  0.0750
H -0.488 -1.678 1.352  0.0324
C -1.039 4.549 0.589  -0.1433
O -0.486 3.858 -0.461  -0.2143
P -1.108 2.621 -1.344  0.4758
O -0.118 1.632 -1.668  -0.3150
O -2.402 2.140 -0.542  -0.1977
C -2.354 1.196 0.468  -0.1150
O -1.730 3.337 -2.676  -0.2240
C -2.472 4.552 -2.678  -0.0757
H -2.117 4.665 0.473  0.0794
H -0.678 5.561 0.771  0.0981
H -0.883 3.908 1.456  0.0923
H -1.367 0.869 0.797  0.0820
H -2.946 0.310 0.243  0.0871
H -2.638 1.723 1.380  0.0924
H -3.440 4.221 -3.053  0.0947
H -2.105 5.192 -3.480  0.0931
H -2.403 4.984 -1.679  0.0738
C -5.834 -0.486 3.439  -0.1148
O -4.870 -1.520 3.572  -0.2127
P -4.143 -2.310 2.324  0.5415
O -2.709 -1.848 2.194  -0.2509
O -5.183 -2.095 1.100  -0.2036
C -4.842 -2.712 -0.074  -0.1498
O -4.282 -3.897 2.625  -0.1998
C -3.277 -4.633 3.125  -0.1658
H -6.269 -0.256 4.411  0.0900
H -6.613 -0.690 2.704  0.0824
H -5.434 0.470 3.102  0.0825
H -5.746 -3.275 -0.309  0.1061
H -4.023 -3.432 -0.056  0.0892
H -4.425 -2.121 -0.889  0.0804
H -2.719 -5.058 2.291  0.1005
H -3.452 -5.351 3.926  0.0962
H -2.624 -3.955 3.673  0.0803
C 6.367 -1.067 -2.799  -0.1450
O 6.387 -0.641 -1.490  -0.2065
P 5.038 -0.699 -0.589  0.4620
O 3.912 0.213 -0.976  -0.3394
O 5.608 -0.599 0.847  -0.2101
C 5.001 -1.244 2.012  -0.0221
O 4.622 -2.273 -0.608  -0.2363
C 5.383 -3.446 -0.790  -0.1099
H 6.833 -2.042 -2.941  0.0847
H 6.963 -0.356 -3.371  0.0946
H 5.352 -1.020 -3.193  0.0921
H 5.106 -2.329 2.017  0.0837
H 3.941 -1.018 1.894  0.0849
H 5.530 -0.782 2.846  0.0985
H 6.318 -3.324 -0.242  0.0877
H 5.677 -3.721 -1.803  0.0834
H 4.944 -4.266 -0.223  0.0926
C -6.710 0.334 -7.826  -0.1067
O -5.687 -0.228 -7.017  -0.1729
C -4.347 -0.001 -7.412  -0.2115
C -3.351 -0.337 -6.330  -0.2105
O -2.026 -0.318 -6.811  -0.1329
C -0.936 -0.534 -5.916  -0.1731
C -1.028 -1.880 -5.169  -0.1723
O -2.127 -1.948 -4.224  -0.2035
C -1.836 -1.231 -3.025  -0.0826
H -6.574 0.086 -8.879  0.0839
H -6.593 1.414 -7.745  0.0777
H -7.760 0.202 -7.562  0.0837
H -4.160 1.063 -7.558  0.1224
H -3.990 -0.497 -8.315  0.1299
H -3.496 -1.375 -6.031  0.1187
H -3.562 0.266 -5.447  0.1327
H -0.899 0.271 -5.183  0.1089
H 0.021 -0.503 -6.436  0.1258
H -0.060 -1.900 -4.668  0.1132
H -1.002 -2.654 -5.936  0.1266
H -0.929 -1.635 -2.575  0.0734
H -2.644 -1.411 -2.316  0.0730
H -1.690 -0.176 -3.257  0.0699
C -0.613 -0.499 4.292  -0.0995
O 0.183 0.230 5.215  -0.1881
C 1.302 0.813 4.643  -0.1942
C 2.536 1.140 5.616  -0.1428
O 3.402 2.094 4.988  -0.1174
C 4.147 2.829 5.924  -0.2378
C 5.351 3.438 5.356  -0.1940
O 6.478 2.532 5.186  -0.1739
C 7.721 3.135 4.963  -0.1376
H -1.282 0.156 3.733  0.0794
H -1.269 -1.117 4.905  0.0867
H -0.077 -1.156 3.608  0.0654
H 0.961 1.658 4.045  0.1218
H 1.642 0.048 3.946  0.1020
H 3.035 0.171 5.647  0.1111
H 2.269 1.220 6.670  0.1206
H 4.586 2.086 6.590  0.1329
H 3.592 3.618 6.432  0.1351
H 5.565 4.336 5.936  0.1292
H 5.048 3.693 4.341  0.1333
H 8.446 2.355 4.728  0.0849
H 8.262 3.582 5.797  0.0775
H 7.631 3.895 4.188  0.0871

Cartesian forces (eV/Å) of the 3 atoms listed first:
Mn 1.188 0.925 -0.937
C -0.472 1.632 -0.545
C 0.255 -1.781 5.262

The following is a DFT calculation (wB97M-V/def2-TZVPD) of a gas-phase ion, C4H10NO2 (charge -1) in a non-equilibrium geometry.

Results
SMILES string: C[C@H](O)CNC[O-]
Total charge: -1
Kohn-Sham gap in eV: 7.031
Energy above the lowest of the compared OMol25 structures with the same formula, charge and spin in eV: 2.775

Each line ends with the natural charge from an NBO analysis.
Geometry (Å):
C 0.209 -0.485 0.872  -0.2433
C -0.854 0.010 -0.124  0.0750
C -2.210 0.363 0.481  -0.6085
O -1.078 -0.883 -1.174  -0.7880
N 1.653 -0.400 0.445  -0.6931
C 1.979 0.296 -0.837  0.1419
O 1.391 -0.206 -1.921  -0.9288
H -0.075 -1.543 0.934  0.1716
H 0.195 -0.074 1.899  0.1600
H -0.491 0.986 -0.478  0.1511
H -3.000 0.366 -0.298  0.2104
H -2.473 -0.409 1.222  0.1824
H -2.235 1.350 0.964  0.1868
H -0.193 -0.728 -1.665  0.5231
H 2.215 -0.156 1.248  0.3320
H 3.085 0.119 -0.946  0.0838
H 1.882 1.394 -0.624  0.0436

Cartesian forces (eV/Å) of the 3 atoms listed first:
C 0.874 -0.755 -0.127
C -0.230 2.055 0.435
C -0.485 -0.548 0.508

The following is a DFT calculation (wB97M-V/def2-TZVPD) of C20H21ClN2O2S in the gas phase.

Results
SMILES string: Cc1ccc2c(Cl)c(C(=O)NC[C@H](c3ccco3)N3CCCC3)sc2c1
Kohn-Sham gap in eV: 8.561
Energy above the lowest of the compared OMol25 structures with the same formula, charge and spin in eV: 1.630

Each line ends with the natural charge from an NBO analysis.
Geometry (Å):
C -3.145 -5.773 1.933  -0.6269
C -3.144 -4.282 1.804  0.0041
C -2.234 -3.639 0.984  -0.2225
C -2.274 -2.256 0.893  -0.1684
C -3.210 -1.496 1.612  -0.0625
C -4.124 -2.155 2.436  -0.1742
C -4.082 -3.525 2.523  -0.2227
H -4.786 -4.043 3.158  0.2134
H -4.847 -1.576 2.990  0.2277
C -3.059 -0.097 1.363  -0.0300
C -2.059 0.205 0.484  -0.3044
C -1.639 1.550 0.040  0.6433
O -2.035 2.565 0.579  -0.6023
N -0.797 1.548 -1.019  -0.6222
H -0.481 0.673 -1.409  0.4048
C -0.179 2.748 -1.518  -0.2272
H -0.464 3.553 -0.837  0.2580
H -0.562 2.973 -2.520  0.1936
C 1.358 2.663 -1.582  -0.0702
N 1.935 2.726 -0.259  -0.4528
C 1.733 1.568 0.605  -0.2185
C 2.943 1.555 1.536  -0.4096
H 3.139 0.564 1.941  0.2140
H 2.784 2.250 2.361  0.2029
C 4.056 2.067 0.630  -0.4127
H 4.910 2.458 1.178  0.2119
H 4.395 1.271 -0.034  0.2039
C 3.334 3.146 -0.176  -0.2118
H 3.369 4.106 0.356  0.1825
H 3.778 3.286 -1.163  0.1955
H 0.797 1.677 1.158  0.2015
H 1.689 0.630 0.030  0.1681
C 1.791 1.473 -2.412  0.2659
C 1.128 0.700 -3.324  -0.3350
C 2.066 -0.250 -3.800  -0.3102
C 3.226 0.013 -3.145  0.0848
O 3.070 1.052 -2.309  -0.4128
H 4.195 -0.445 -3.182  0.2051
H 1.891 -1.017 -4.526  0.2305
H 0.111 0.795 -3.643  0.2298
H 1.691 3.575 -2.099  0.2217
S -1.239 -1.242 -0.070  0.3863
Cl -4.068 1.064 2.099  0.0709
H -1.503 -4.198 0.421  0.2166
H -2.342 -6.216 1.351  0.2153
H -3.023 -6.062 2.976  0.2221
H -4.093 -6.180 1.585  0.2225

Cartesian forces (eV/Å) of the 3 atoms listed first:
C -0.029 -0.010 0.012
C 0.192 0.087 -0.160
C -0.127 -0.158 0.128

The following is a DFT calculation (wB97M-V/def2-TZVPD) of C6H15NS in the gas phase in a non-equilibrium geometry.

Results
SMILES string: CC(C)NCCCS
Kohn-Sham gap in eV: 9.506
Energy above the lowest of the compared OMol25 structures with the same formula, charge and spin in eV: 0.632

Each line ends with the natural charge from an NBO analysis.
Geometry (Å):
C -0.735 0.790 1.433  -0.4359
C 0.156 0.988 2.648  -0.4930
S -0.534 2.134 3.903  -0.0537
C -0.560 -0.628 0.855  -0.2169
N -0.804 -0.765 -0.573  -0.6240
C -0.036 -1.582 -2.748  -0.6082
C 0.365 -0.981 -1.412  -0.0467
C 1.189 0.325 -1.635  -0.6442
H -1.766 0.905 1.766  0.2142
H -0.575 1.489 0.633  0.2000
H 1.158 1.270 2.360  0.2161
H 0.114 0.089 3.255  0.2165
H -0.778 3.184 3.106  0.1131
H 0.374 -1.139 1.113  0.1893
H -1.299 -1.257 1.378  0.1879
H -1.292 0.052 -0.917  0.3486
H 0.656 -1.256 -3.525  0.2020
H 0.014 -2.676 -2.715  0.2133
H -1.049 -1.326 -3.020  0.2156
H 1.043 -1.641 -0.872  0.1859
H 1.018 1.087 -0.866  0.2019
H 1.072 0.751 -2.634  0.2071
H 2.268 0.186 -1.531  0.2108

Cartesian forces (eV/Å) of the 3 atoms listed first:
C 0.006 -0.907 0.302
C -0.918 0.541 0.312
S 0.160 0.219 -0.235

The following is a DFT calculation (wB97M-V/def2-TZVPD) of a molecular structure, C24H39BrGeN5PPd.

Results
2S+1: 3
Kohn-Sham gap (spin up / spin down) in eV: 5.437 / 7.934
Expectation value of S²: 2.018
Energy above the lowest of the compared OMol25 structures with the same formula, charge and spin in eV: 0.083

Each line ends with the Löwdin charge.
Geometry (Å):
Pd 0.288 0.473 0.222  0.7719
C 0.155 2.524 2.801  -0.0996
N -0.011 1.098 2.514  -0.3225
C -1.179 0.568 3.215  -0.0828
C 1.225 0.394 2.937  -0.1878
C 1.188 -1.029 2.465  -0.2736
C 1.378 -2.091 3.337  -0.0605
C 1.213 -3.397 2.894  -0.1028
C 0.828 -3.619 1.583  -0.1003
C 0.626 -2.547 0.716  -0.1575
C 0.818 -1.229 1.122  -0.2167
H 0.340 2.689 3.872  0.0919
H -0.735 3.081 2.523  0.0676
H 0.996 2.913 2.229  0.0896
H -1.087 0.701 4.302  0.0930
H -1.284 -0.494 3.001  0.0851
H -2.075 1.090 2.878  0.0775
H 1.355 0.458 4.028  0.1227
H 2.054 0.926 2.465  0.1184
H 1.645 -1.899 4.371  0.1052
H 1.367 -4.228 3.571  0.0951
H 0.683 -4.632 1.226  0.0980
H 0.348 -2.759 -0.308  0.0244
Br -1.349 2.887 -4.721  0.7078
C -1.553 2.850 -2.831  -0.7306
C -2.840 3.127 -2.285  -0.2194
C -2.879 3.055 -0.860  -0.1375
C -1.796 2.622 -0.154  -0.2067
N -0.581 2.272 -0.707  -0.0926
C -0.501 2.457 -2.068  -0.2619
H -3.624 3.579 -2.874  0.0808
H -3.780 3.330 -0.324  0.1002
H -1.864 2.530 0.921  0.0625
H 0.451 2.218 -2.523  0.0777
C 0.852 -0.998 -4.310  -0.2315
Ge 2.001 -1.078 -2.693  0.6944
C 2.196 -2.959 -2.172  -0.2357
C 3.764 -0.468 -3.315  -0.2399
C 1.442 0.173 -1.339  -0.3317
H 1.474 -1.125 -5.198  0.0163
H 0.358 -0.028 -4.388  -0.0154
H 0.099 -1.789 -4.312  -0.0179
H 1.276 -3.518 -2.346  -0.0046
H 2.462 -3.045 -1.120  0.0041
H 2.992 -3.407 -2.770  0.0157
H 4.099 -1.066 -4.164  0.0129
H 4.503 -0.556 -2.518  0.0157
H 3.720 0.577 -3.625  0.0141
H 1.969 1.128 -1.460  -0.0455
C -4.186 -0.464 -3.338  -0.1179
N -3.320 0.151 -2.268  -0.0677
C -3.936 -0.150 -0.916  -0.1244
N -4.112 -1.552 -0.721  -0.1435
C -4.922 -2.106 -1.800  -0.1732
N -4.351 -1.871 -3.125  -0.1485
C -3.099 -2.624 -3.306  -0.3168
P -1.752 -2.171 -2.097  1.0586
C -1.919 -0.355 -2.361  -0.3011
C -2.819 -2.234 -0.575  -0.3096
H -3.711 -0.260 -4.297  0.1427
H -5.152 0.040 -3.290  0.1417
H -3.286 1.203 -2.347  0.1130
H -4.894 0.371 -0.899  0.1441
H -3.269 0.279 -0.170  0.1240
H -5.910 -1.641 -1.762  0.1317
H -5.033 -3.179 -1.649  0.1316
H -2.728 -2.457 -4.320  0.0880
H -3.326 -3.688 -3.222  0.0872
H -1.529 -0.072 -3.338  0.0710
H -1.319 0.143 -1.600  0.0320
H -2.259 -1.771 0.242  0.0758
H -2.985 -3.276 -0.296  0.0937

Cartesian forces (eV/Å) of the 3 atoms listed first:
Pd 0.359 0.382 0.278
C -0.009 -0.052 -0.011
N 0.120 -0.028 -0.246

The following is a DFT calculation (wB97M-V/def2-TZVPD) of C18H20O5S in the gas phase.

Results
SMILES string: COc1ccc(C(=O)CCS(=O)(=O)c2ccc(C)cc2)cc1OC
Kohn-Sham gap in eV: 8.781
Energy above the lowest of the compared OMol25 structures with the same formula, charge and spin in eV: 1.081

Each line ends with the natural charge from an NBO analysis.
Geometry (Å):
C -3.989 -3.378 -0.242  -0.2509
H -4.197 -3.392 -1.317  0.1767
O -3.984 -2.068 0.267  -0.4771
C -3.080 -1.182 -0.221  0.2733
C -2.132 -1.460 -1.194  -0.3065
C -1.235 -0.489 -1.613  -0.1900
C -1.294 0.790 -1.079  -0.1767
C -2.268 1.087 -0.121  -0.2500
C -3.143 0.122 0.332  0.3279
O -4.092 0.311 1.283  -0.4942
C -4.166 1.576 1.897  -0.2545
H -4.948 1.490 2.649  0.1999
H -3.220 1.842 2.380  0.1843
H -4.437 2.355 1.178  0.1784
H -2.278 2.090 0.272  0.2460
C -0.378 1.884 -1.449  0.6062
O -0.700 3.049 -1.393  -0.5506
C 1.030 1.503 -1.912  -0.5322
C 2.032 2.268 -1.071  -0.6308
H 1.781 3.325 -1.019  0.2687
H 3.060 2.136 -1.395  0.2387
S 1.931 1.627 0.637  2.1748
O 2.913 2.313 1.434  -0.9398
O 0.561 1.661 1.071  -0.9442
C 2.427 -0.091 0.468  -0.3523
C 3.766 -0.389 0.298  -0.1693
C 4.151 -1.708 0.135  -0.2186
C 3.205 -2.729 0.137  -0.0028
C 1.864 -2.405 0.316  -0.1636
C 1.471 -1.088 0.484  -0.1987
H 0.438 -0.817 0.633  0.2508
H 1.122 -3.189 0.327  0.2067
C 3.633 -4.155 -0.021  -0.6319
H 2.819 -4.768 -0.400  0.2182
H 3.937 -4.557 0.946  0.2281
H 4.482 -4.233 -0.696  0.2205
H 5.196 -1.951 0.005  0.2161
H 4.489 0.411 0.316  0.2350
H 1.129 1.792 -2.962  0.2482
H 1.210 0.433 -1.815  0.2269
H -0.522 -0.742 -2.382  0.2127
H -2.079 -2.443 -1.635  0.2195
H -4.789 -3.894 0.285  0.2036
H -3.040 -3.890 -0.050  0.1736

Cartesian forces (eV/Å) of the 3 atoms listed first:
C 0.009 -0.234 -0.110
H 0.025 0.009 0.044
O 0.123 0.442 0.066